117
Properties=species:S:1:pos:R:3:forces:R:3:mulliken_charge:R:1 method="wB97M-V/def2-TZVPD" charge=+5 orbital_gap_ev=7.149 fmax_ev_per_a=9.4 homo_energy_ev=-21.22 energy_ha=-4796.7239
C 18.998520 14.120415 16.649430 -0.8 -1.3 -0.9 -1.05
C 18.855090 12.618095 16.235080 5.1 -0.6 -0.7 0.50
O 19.818580 11.904625 15.928870 -3.8 1.9 0.8 -0.43
N 17.494830 11.977935 16.276830 -1.2 0.9 -0.2 0.04
H 17.552260 10.969695 16.292520 0.4 -0.4 -0.1 0.36
H 17.099610 12.241585 17.168110 -0.5 0.1 0.6 0.44
C 16.559370 12.492585 15.138920 1.4 -0.1 0.4 -0.82
H 18.554560 14.247645 17.636760 0.1 0.3 0.0 0.43
H 18.503820 14.729095 15.892540 -0.6 0.0 0.1 0.29
H 20.022730 14.485945 16.575460 0.1 -0.8 0.4 0.30
H 17.128140 12.215985 14.251170 -0.3 0.5 -0.1 0.16
H 16.512360 13.564575 15.330540 -0.2 -0.1 -0.5 0.38
H 15.569340 12.037475 15.110420 0.2 -0.2 0.6 0.40
C 21.249800 15.140665 11.578780 1.3 0.6 -0.4 -0.35
C 21.563870 15.482125 12.997860 -2.2 -2.4 0.5 0.32
O 21.127390 14.804235 13.881730 1.1 1.4 0.4 -0.48
N 22.420890 16.699335 13.285130 0.6 -1.0 -0.3 -0.04
H 22.497270 17.210825 12.417580 0.7 0.2 -0.5 0.41
H 21.883970 17.325315 13.868200 -0.1 0.2 0.8 0.38
C 23.780560 16.331185 13.941640 0.1 1.3 0.6 -0.75
H 20.690310 14.220415 11.410830 -0.3 0.3 0.7 -0.05
H 22.232450 14.922175 11.160730 0.2 0.4 -0.7 0.60
H 20.783790 15.995395 11.088490 0.1 -0.1 -0.3 -0.05
H 24.318220 15.494475 13.495610 -0.8 -0.2 -0.1 0.33
H 23.586330 16.272465 15.012590 -0.1 -0.7 -0.2 0.34
H 24.459840 17.181255 13.877910 -0.3 0.3 -0.4 0.40
C 18.860430 11.209905 7.594990 -1.5 1.0 0.9 -1.01
C 17.396990 10.901355 7.950820 1.3 -3.2 1.0 0.59
O 17.108640 10.137545 8.858030 -0.5 2.9 -2.7 -0.48
N 16.370410 11.279765 6.828020 -0.2 1.7 1.2 -0.03
H 16.839330 11.841615 6.131940 0.6 0.4 -0.2 0.40
H 16.037130 10.507555 6.268820 -0.6 -0.9 0.3 0.39
C 15.261400 12.153605 7.453510 -0.2 -1.1 -0.3 -0.87
H 19.335670 10.970735 8.546330 0.7 -0.5 -0.6 0.30
H 19.088370 12.257615 7.398920 -0.4 0.2 0.0 0.20
H 19.102610 10.685665 6.670540 0.3 -0.5 0.3 0.47
H 15.715080 12.983105 7.995920 0.1 -0.3 0.0 -0.03
H 14.726400 11.457075 8.099050 0.1 0.3 0.2 0.49
H 14.563420 12.523625 6.702500 0.3 -0.1 -0.2 0.52
C 16.809470 8.919855 12.192910 0.5 -0.7 0.0 -0.48
C 18.180590 8.350625 12.348850 4.7 1.2 -5.0 0.42
O 19.101280 8.424365 11.450130 -4.9 -1.0 5.8 -0.47
N 18.504680 7.747595 13.740370 1.0 2.0 0.4 -0.07
H 17.787800 7.948985 14.422740 -0.8 0.1 -0.1 0.38
H 18.601330 6.743385 13.788470 0.4 -0.7 -0.5 0.38
C 19.779080 8.441635 14.307370 0.5 -0.8 -0.1 -0.83
H 16.766570 9.564465 11.314990 0.2 0.0 0.2 -0.20
H 16.469440 9.418515 13.100560 -0.2 -0.1 -0.1 0.29
H 16.215780 8.031595 11.977000 -0.6 0.0 0.2 0.56
H 19.841370 9.510485 14.102960 -0.4 -0.2 -0.7 0.31
H 20.601630 7.874695 13.871400 0.1 0.5 0.0 0.34
H 19.840640 8.381975 15.394000 -0.4 -0.6 0.0 0.41
C 16.004430 17.711395 11.274880 -0.3 -1.1 -0.7 -1.43
C 16.792110 18.098705 9.945130 0.9 0.7 3.2 1.02
C 18.215540 18.580735 10.387290 1.0 0.2 -0.3 -0.89
C 19.238230 18.706515 9.272780 -0.4 -0.7 -1.0 -0.83
C 19.331150 17.336085 8.659650 -0.1 -1.3 0.2 -0.76
C 18.009360 16.761075 7.999790 1.8 -0.8 -0.1 1.40
N 16.916870 16.910525 9.010020 -8.1 -2.1 -2.5 1.05
O 15.709190 16.162895 8.777610 8.0 4.6 1.8 -0.35
C 18.129650 15.186735 7.732570 -0.2 1.0 0.4 -2.09
C 17.819460 17.518335 6.652450 -1.8 0.0 -0.7 -1.57
C 16.106760 19.283505 9.220360 -0.2 -0.9 -1.0 -1.39
H 16.515000 16.938065 11.848790 0.3 -0.1 -0.4 0.09
H 15.024740 17.301015 11.030120 0.0 0.0 -0.3 0.37
H 15.778670 18.445595 12.048250 0.5 1.0 -0.8 0.45
H 18.680670 17.865885 11.066060 -0.4 -0.3 0.3 0.04
H 18.239790 19.528445 10.925200 -1.0 0.0 0.1 0.61
H 20.238570 18.961495 9.622630 -0.1 0.1 0.3 0.52
H 19.047660 19.389095 8.444600 -0.4 0.5 0.4 0.36
H 19.534080 16.630995 9.465730 0.4 -0.2 0.0 -0.32
H 20.173750 17.331095 7.968200 -0.4 -0.5 -0.4 0.62
H 17.357890 14.809945 7.061370 -0.2 0.4 0.0 0.49
H 18.041380 14.688725 8.698120 0.1 -0.1 -0.2 0.37
H 19.082620 14.922945 7.273920 0.1 0.5 0.1 0.58
H 17.938360 18.599835 6.586700 0.6 -0.1 0.8 0.36
H 16.805480 17.408175 6.267990 -0.2 -0.4 0.1 0.45
H 18.435830 17.060265 5.878920 0.4 -0.1 0.4 0.43
H 15.072800 18.971805 9.072510 0.0 0.4 -0.3 0.40
H 16.627640 19.465415 8.280310 -0.4 0.0 -0.2 0.35
H 16.166160 20.230155 9.757400 0.1 -0.4 0.5 0.39
C 9.720260 14.783365 12.013770 1.4 -0.7 2.6 -1.47
C 10.116350 13.226615 11.925420 -1.4 0.8 -2.1 1.00
C 9.865700 12.786865 10.420940 2.0 -0.6 0.5 -1.17
C 11.058370 13.103825 9.502860 -1.9 1.5 -0.4 -1.07
C 12.316380 12.492785 10.011490 -0.5 -0.6 -0.2 -0.91
C 12.730620 12.925165 11.439320 0.6 -0.8 -1.4 1.85
N 11.564120 13.036015 12.358230 2.4 1.3 7.0 1.05
O 11.977850 13.150805 13.674100 -3.5 -0.9 -8.2 -0.29
C 13.363590 14.285775 11.379460 0.2 2.3 -0.5 -1.53
C 13.721670 11.863235 11.913160 -0.5 -0.2 0.8 -1.65
C 9.238220 12.355755 12.783720 0.4 -0.1 2.0 -1.69
H 10.040310 15.092605 13.008780 0.3 0.0 0.4 0.47
H 8.649380 14.862995 12.200800 -0.1 0.0 -1.2 0.45
H 10.275880 15.503575 11.413220 -0.7 -0.5 -0.8 0.30
H 8.897870 13.160915 10.087020 0.2 0.3 0.2 0.54
H 9.813340 11.699705 10.362390 -0.4 -0.2 0.4 0.43
H 11.125640 14.183215 9.366850 0.3 0.3 0.2 0.36
H 10.756610 12.784265 8.505400 0.4 -0.4 -0.1 0.49
H 13.126310 12.654015 9.300070 0.3 0.5 0.4 -0.09
H 12.186080 11.411535 9.966520 -0.1 -0.3 0.4 0.66
H 14.231340 14.331505 10.721420 0.0 -0.7 0.1 -0.07
H 13.685500 14.769355 12.301750 -0.2 -0.6 0.4 0.50
H 12.707950 15.017275 10.907060 -0.4 0.0 0.0 0.44
H 14.291800 12.211575 12.774390 0.0 -0.1 -0.1 0.12
H 14.394260 11.581185 11.103120 0.0 0.3 0.0 0.22
H 13.136970 10.979495 12.168530 0.2 -0.2 0.2 0.64
H 9.373550 12.659895 13.821650 0.2 -0.3 0.2 0.47
H 9.566430 11.324975 12.650000 -0.3 -0.1 0.2 0.40
H 8.153280 12.417535 12.699010 0.2 0.3 -1.0 0.42
As 17.424870 13.659085 11.558760 1.1 0.4 -0.3 2.23
F 16.222430 13.525425 10.240840 1.0 0.3 0.8 -0.25
F 16.271590 14.491095 12.588460 0.7 -0.7 -0.5 -0.46
F 18.666380 13.732995 12.908820 -1.7 -0.2 -1.7 -0.53
F 18.662530 12.908065 10.489530 -1.3 0.7 1.1 -0.49
F 17.938060 15.310095 10.922990 -0.3 -1.9 0.7 -0.45
F 16.830140 12.052375 12.100470 0.8 1.3 -0.2 -0.63